118
Properties=species:S:1:pos:R:3:mulliken_charge:R:1 method="wB97M-V/def2-TZVPD" charge=-2 lumo_ev=3.753 homo_energy_ev=-3.05 total_energy_ha=-4219.343326
K -0.154 0.938 -0.811 1.23
C -0.118 2.731 1.815 -0.88
Sb -2.199 2.200 1.785 0.62
C -2.920 4.148 2.456 -0.74
C -2.019 1.276 3.726 -0.01
C -3.188 0.418 4.164 0.60
C -4.211 1.066 4.926 -0.83
C -5.350 0.339 5.355 -0.50
C -5.410 -0.978 5.020 -0.83
C -4.511 -1.536 4.180 -0.58
C -3.339 -0.908 3.774 0.55
C -2.492 -1.589 2.762 -0.66
Sb -3.207 -1.572 0.679 0.62
C -3.216 -3.799 0.444 -1.53
C -5.291 -1.302 0.886 -1.48
H 0.278 3.215 2.774 0.44
H 0.018 3.339 0.977 0.77
H 0.393 1.802 1.622 -0.47
H -2.198 4.621 3.201 0.34
H -3.952 3.978 2.822 0.30
H -3.047 4.690 1.492 -0.14
H -1.727 2.035 4.489 0.84
H -1.142 0.689 3.465 -1.32
H -3.997 2.011 5.353 0.46
H -6.176 0.815 5.877 0.38
H -6.310 -1.506 5.241 0.32
H -4.769 -2.517 3.869 0.53
H -2.388 -2.654 2.923 0.77
H -1.363 -1.254 2.747 -0.44
H -3.553 -4.127 -0.515 0.42
H -3.945 -4.178 1.149 0.51
H -2.238 -4.122 0.668 0.40
H -5.659 -1.758 1.767 0.49
H -5.849 -1.706 0.050 0.43
H -5.454 -0.226 0.944 0.29
O 2.467 -2.863 -0.211 -1.05
C 1.902 -1.754 0.103 0.36
O 2.381 -0.661 -0.304 0.25
C 0.596 -1.755 0.965 -0.02
O -0.209 -2.709 0.784 -0.52
O 0.419 -0.726 1.745 -0.44
C -2.956 1.094 -4.611 -1.72
C -2.348 1.828 -3.441 0.89
O -1.208 1.601 -3.112 -0.71
C -3.129 2.903 -2.743 0.82
C -4.254 3.338 -3.434 -0.74
C -5.023 4.411 -3.016 -0.60
C -4.613 5.174 -1.903 -0.60
C -3.499 4.761 -1.196 -0.51
C -2.697 3.589 -1.470 -0.11
O -1.722 3.239 -0.755 -0.36
H -2.851 1.695 -5.514 0.41
H -3.954 0.720 -4.476 0.43
H -2.302 0.278 -4.820 0.39
H -4.571 2.748 -4.288 0.29
H -5.935 4.733 -3.562 0.28
H -5.277 6.010 -1.549 0.30
H -3.220 5.338 -0.324 0.29
N 5.259 -3.459 0.181 -0.21
C 6.010 -2.496 0.806 0.34
O 7.125 -2.703 1.221 -0.67
C 5.259 -1.211 0.909 0.26
I 6.473 0.240 -0.115 -0.05
H 5.682 -4.377 0.133 0.22
H 4.282 -3.388 0.108 0.32
H 5.213 -0.745 1.823 0.44
H 4.286 -1.060 0.390 -0.73
C -0.430 -2.883 -2.446 -0.27
C -0.607 -3.764 -3.654 0.49
N -1.769 -3.967 -4.239 -0.72
C -1.500 -4.851 -5.313 -0.68
C -0.185 -5.117 -5.339 -0.27
N 0.417 -4.374 -4.364 0.33
C 1.824 -4.507 -3.923 -0.89
N 2.803 -3.646 -4.687 0.91
N 3.098 -3.972 -5.937 -0.72
N 3.756 -3.018 -6.507 -0.67
C 3.915 -2.024 -5.573 0.56
C 4.597 -0.820 -5.610 -0.77
C 4.673 -0.068 -4.435 -0.83
C 4.051 -0.460 -3.212 -0.72
C 3.302 -1.636 -3.190 -0.09
C 3.267 -2.363 -4.385 0.90
H 0.046 -1.964 -2.813 0.16
H 0.167 -3.382 -1.699 0.27
H -1.414 -2.683 -1.972 0.02
H -2.270 -5.205 -5.986 0.40
H 0.425 -5.613 -6.076 0.41
H 2.101 -5.551 -3.997 0.26
H 1.788 -4.136 -2.886 0.34
H 5.197 -0.513 -6.459 0.37
H 5.274 0.823 -4.408 0.42
H 4.311 0.055 -2.329 0.48
H 2.795 -2.006 -2.286 0.12
N 2.479 0.902 2.487 1.17
C 2.105 0.851 3.805 0.29
C 1.311 -0.116 4.479 -0.70
C 0.883 0.090 5.723 -0.36
C 1.256 1.276 6.360 -0.52
C 2.147 2.233 5.849 -1.33
C 2.510 2.000 4.476 1.14
N 3.019 2.819 3.548 -0.72
C 3.016 2.227 2.369 -0.26
C 3.450 2.813 1.105 0.62
C 4.364 3.867 1.039 -0.61
C 4.669 4.416 -0.186 -0.63
N 4.166 3.908 -1.323 -0.72
C 3.305 2.943 -1.293 -0.85
C 2.942 2.368 -0.087 1.23
H 2.022 0.238 1.825 -0.22
H 1.076 -1.017 3.995 0.37
H 0.248 -0.665 6.195 0.40
H 0.953 1.237 7.349 0.46
H 2.453 3.142 6.341 0.46
H 4.806 4.249 1.916 0.56
H 5.219 5.347 -0.292 0.40
H 2.827 2.660 -2.271 0.47
H 2.253 1.484 -0.081 -0.61

108
Properties=species:S:1:pos:R:3:mulliken_charge:R:1 method="wB97M-V/def2-TZVPD" lumo_ev=-0.599 homo_energy_ev=-7.29 total_energy_ha=-7959.946703
Zr 0.697 -0.177 0.422 -0.55
C 1.846 4.377 -1.271 -1.29
C 0.342 4.277 -1.533 0.41
C -0.055 5.200 -2.693 -1.84
P -0.191 2.490 -1.440 1.01
C -2.032 2.490 -1.768 2.38
C -2.457 2.433 -3.233 -1.55
C -2.713 3.651 -1.040 -1.59
C 0.455 1.636 -2.912 0.15
C 0.860 2.254 -4.092 -0.81
C 1.298 1.531 -5.190 -0.93
C 1.311 0.147 -5.116 -1.12
C 0.911 -0.496 -3.960 0.06
C 0.486 0.228 -2.835 -0.24
N 0.055 -0.410 -1.678 1.03
C 0.578 -1.684 -1.328 -2.30
C 1.926 -1.841 -1.312 -0.36
C 2.723 -2.621 -0.327 -0.70
C 1.311 -3.510 1.014 -0.67
C -0.053 -3.314 0.471 -0.46
C -0.412 -2.469 -0.516 1.16
P -2.211 -2.101 -0.854 0.83
C -3.048 -2.946 0.578 0.39
C -4.551 -3.019 0.301 -1.69
C -2.811 -2.123 1.853 -1.42
C -2.516 -3.287 -2.264 0.25
C -1.663 -2.882 -3.464 -1.44
C -2.307 -4.760 -1.931 -1.44
H 2.156 5.424 -1.265 0.55
H 2.415 3.865 -2.051 0.21
H 2.124 3.939 -0.313 0.19
H -0.171 4.664 -0.645 0.44
H 0.593 5.082 -3.558 0.48
H 0.057 6.237 -2.365 0.45
H -1.083 5.068 -3.019 0.25
H -2.352 1.554 -1.295 -1.27
H -2.095 3.288 -3.806 0.18
H -3.549 2.428 -3.291 0.50
H -2.089 1.531 -3.722 0.26
H -2.521 4.601 -1.540 0.45
H -2.382 3.751 -0.005 0.29
H -3.794 3.500 -1.036 0.45
H 0.829 3.327 -4.161 0.10
H 1.614 2.042 -6.090 0.42
H 1.635 -0.442 -5.966 0.41
H 0.927 -1.577 -3.919 0.32
H 2.478 -1.143 -1.934 0.53
H 3.788 -2.478 -0.487 0.82
H 1.275 -4.067 1.951 0.72
H -0.833 -3.897 0.946 0.45
H -2.694 -3.970 0.719 0.60
H -4.991 -2.023 0.274 0.19
H -5.043 -3.586 1.094 0.48
H -4.779 -3.511 -0.647 0.35
H -3.512 -2.427 2.635 0.58
H -2.967 -1.061 1.648 0.05
H -1.805 -2.240 2.257 0.14
H -3.566 -3.123 -2.524 0.76
H -0.616 -3.139 -3.286 0.13
H -1.716 -1.812 -3.669 0.26
H -1.982 -3.424 -4.357 0.56
H -1.289 -4.934 -1.573 0.13
H -2.453 -5.377 -2.822 0.50
H -3.000 -5.116 -1.168 0.31
Br -5.244 0.765 -0.554 -0.09
C -4.429 1.654 0.921 0.08
C -5.193 2.562 1.641 -0.66
C -4.559 3.252 2.658 -0.51
C -3.213 3.017 2.896 -0.61
C -2.560 2.078 2.114 0.67
N -3.166 1.390 1.144 0.17
C -1.079 1.859 2.337 -0.20
O -0.493 2.504 3.179 -0.69
O -0.521 0.961 1.584 -0.69
H -6.233 2.721 1.398 0.49
H -5.106 3.976 3.248 0.44
H -2.656 3.540 3.658 0.52
Br 1.439 -0.225 3.367 -0.13
C 2.924 -1.406 3.318 0.92
C 3.766 -1.377 4.415 -0.70
C 4.844 -2.241 4.439 -0.92
C 4.992 -3.148 3.406 -0.85
C 4.112 -3.195 2.324 1.41
C 4.270 -4.373 1.449 -1.10
C 3.465 -4.816 0.486 -1.43
C 2.291 -4.072 -0.058 0.38
C 2.116 -2.160 1.051 0.92
C 3.076 -2.233 2.210 -0.06
H 3.582 -0.682 5.223 0.47
H 5.538 -2.229 5.268 0.41
H 5.794 -3.875 3.447 0.39
H 5.124 -4.992 1.703 0.36
H 3.720 -5.752 0.001 0.35
H 1.824 -4.615 -0.882 0.53
C 2.530 1.014 0.003 -0.56
C 3.900 0.648 0.451 -0.17
C 4.779 -0.024 -0.402 -0.07
C 6.039 -0.416 0.022 -0.77
C 6.465 -0.127 1.311 -0.65
C 5.622 0.582 2.156 -0.81
C 4.361 0.967 1.729 0.18
H 2.496 1.196 -1.078 0.67
H 2.181 1.941 0.482 0.57
H 4.472 -0.233 -1.421 0.43
H 6.695 -0.943 -0.660 0.41
H 7.447 -0.434 1.647 0.41
H 5.947 0.834 3.157 0.42
H 3.713 1.520 2.400 0.56

117
Properties=species:S:1:pos:R:3:mulliken_charge:R:1 method="wB97M-V/def2-TZVPD" charge=-2 lumo_ev="3.458 / 3.458" homo_energy_ev="-1.09 / -1.09" total_energy_ha=-4374.437647
Ca -22.046 0.351 -2.661 1.51
C -18.772 -1.715 -0.048 -1.22
C -19.803 -2.710 -0.378 0.81
C -19.369 -4.028 -0.664 -0.93
C -20.215 -5.054 -0.989 -0.70
C -21.595 -4.769 -1.122 -0.81
C -22.053 -3.474 -0.911 1.03
C -23.514 -3.037 -0.973 -1.13
C -21.148 -2.427 -0.563 0.16
N -21.662 -1.131 -0.514 1.29
C -21.661 -0.556 0.719 -1.38
O -21.112 -1.049 1.719 -0.73
C -22.439 0.741 0.862 1.97
C -22.109 1.637 2.055 -1.59
C -22.644 2.875 2.009 -0.24
C -23.207 3.399 0.826 -1.90
C -22.823 2.702 -0.327 1.17
N -22.369 1.476 -0.409 1.26
C -22.711 3.471 -1.643 -0.88
O -23.070 4.663 -1.684 -0.82
N -22.145 2.759 -2.679 2.66
C -21.772 3.554 -3.802 -1.53
C -22.436 3.456 -5.015 1.20
C -23.782 2.796 -5.028 -0.73
C -21.930 4.057 -6.162 -0.59
C -20.783 4.811 -6.099 -0.86
C -20.205 5.056 -4.868 -0.98
C -20.741 4.493 -3.688 0.76
C -20.187 4.915 -2.372 -1.25
H -18.149 -1.427 -0.939 0.16
H -18.161 -1.999 0.768 0.48
H -19.283 -0.798 0.220 -0.18
H -18.317 -4.276 -0.500 0.29
H -19.852 -6.066 -1.166 0.51
H -22.322 -5.556 -1.315 0.38
H -24.107 -3.763 -1.578 0.39
H -23.549 -2.035 -1.411 -0.17
H -23.843 -2.952 0.058 0.07
H -21.584 1.271 2.920 0.39
H -22.556 3.516 2.922 0.21
H -23.359 4.474 0.681 0.32
H -24.302 3.095 -4.112 0.00
H -23.673 1.708 -5.014 -0.25
H -24.376 3.107 -5.862 0.61
H -22.406 3.887 -7.128 0.31
H -20.354 5.251 -6.990 0.36
H -19.354 5.768 -4.822 0.23
H -19.268 5.509 -2.556 0.43
H -19.944 4.066 -1.728 0.07
H -20.934 5.514 -1.826 0.23
C -27.238 2.034 -4.113 -1.11
N -26.643 1.404 -2.932 0.04
C -26.497 2.365 -1.834 -1.20
C -25.470 0.625 -3.101 -0.43
N -24.426 0.774 -2.408 1.66
N -25.648 -0.380 -4.052 -0.04
C -24.710 -1.393 -4.241 -0.26
N -25.335 -2.605 -4.585 -0.53
N -23.486 -1.210 -3.976 -0.05
H -28.287 2.392 -3.878 0.31
H -27.252 1.309 -4.931 0.36
H -26.695 2.895 -4.462 0.33
H -27.465 2.880 -1.699 0.32
H -25.699 3.107 -1.986 0.38
H -26.312 1.824 -0.940 0.35
H -24.440 1.566 -1.765 -1.14
H -26.590 -0.731 -4.080 0.39
H -26.102 -2.571 -5.252 0.20
H -24.653 -3.332 -4.785 0.26
H -22.876 -1.906 -4.337 -0.36
I -24.400 -1.282 2.515 -0.15
C -23.917 0.257 0.993 -1.51
H -24.599 1.012 1.336 0.77
H -24.216 -0.279 0.107 -0.04
N -19.281 1.727 -1.254 -0.51
N -19.500 0.944 -2.436 0.03
H -18.567 1.261 -0.712 0.31
H -20.153 1.884 -0.747 -0.05
H -19.061 0.005 -2.397 -0.17
H -19.182 1.375 -3.282 0.25
Cl -21.252 1.764 -11.502 -0.28
C -21.074 1.471 -9.754 0.44
C -22.125 0.953 -9.034 -0.91
C -21.888 0.610 -7.712 0.56
C -20.670 0.810 -7.107 -0.13
C -19.684 1.426 -7.847 -0.09
C -19.859 1.707 -9.189 -1.04
C -20.296 0.380 -5.614 0.27
O -19.130 0.654 -5.288 -0.97
O -21.195 -0.147 -4.881 -0.11
H -23.133 0.837 -9.430 0.40
H -22.645 0.167 -7.105 0.31
H -18.729 1.555 -7.385 0.57
H -19.046 2.107 -9.733 0.48
Te -19.099 -3.248 -4.055 0.14
C -18.569 -5.291 -4.177 0.19
C -19.540 -6.295 -4.099 -0.32
C -19.197 -7.631 -4.152 -0.56
C -17.861 -8.006 -4.270 -0.45
C -16.881 -7.042 -4.332 -0.64
C -17.229 -5.668 -4.270 -0.33
C -17.948 -2.511 -5.654 0.07
C -16.862 -1.727 -5.257 -0.35
C -16.160 -1.015 -6.207 -0.54
C -16.486 -1.106 -7.548 -0.60
C -17.577 -1.886 -7.946 -0.37
C -18.297 -2.619 -6.998 -0.41
H -20.562 -6.058 -3.941 0.43
H -19.948 -8.409 -4.122 0.37
H -17.623 -9.010 -4.356 0.46
H -15.850 -7.360 -4.308 0.35
H -16.419 -4.932 -4.229 0.37
H -16.612 -1.708 -4.212 0.44
H -15.294 -0.437 -5.908 0.35
H -15.958 -0.517 -8.273 0.38
H -17.822 -1.932 -8.998 0.40
H -19.183 -3.155 -7.305 0.39

117
Properties=species:S:1:pos:R:3:mulliken_charge:R:1 method="wB97M-V/def2-TZVPD" charge=+1 lumo_ev=-5.165 homo_energy_ev=-9.78 total_energy_ha=-4094.306486
Pb -1.103 0.489 -0.047 1.94
C 0.046 -0.116 -6.576 -1.70
C -0.110 0.633 -5.303 0.40
C 1.008 0.858 -4.460 -1.43
C 0.850 1.511 -3.291 0.34
C -0.454 1.981 -2.848 1.83
N -0.587 2.694 -1.763 -1.05
C 0.476 3.538 -1.465 0.98
C 1.211 4.112 -2.530 -0.41
C 2.312 4.917 -2.336 -1.20
C 2.758 5.188 -1.050 0.52
C 4.010 5.975 -0.792 -1.71
C 1.976 4.733 0.010 -0.71
C 0.826 3.987 -0.164 -0.10
N 0.064 3.792 1.027 -0.11
C -0.133 4.767 1.958 -0.30
C -0.842 4.208 2.986 -1.63
C -1.032 2.870 2.593 -0.50
N -0.488 2.628 1.412 1.07
C -1.608 1.574 -3.651 -0.19
C -1.383 1.004 -4.879 -0.86
N -2.912 1.890 -3.302 0.41
C -3.970 2.062 -4.168 -0.20
C -5.072 2.237 -3.401 -1.21
C -4.598 2.156 -2.062 -0.20
N -3.302 1.965 -2.007 -0.32
H 1.082 -0.141 -6.908 0.42
H -0.295 -1.142 -6.401 0.30
H -0.582 0.305 -7.363 0.40
H 1.979 0.467 -4.742 0.37
H 1.676 1.612 -2.600 0.91
H 0.844 3.949 -3.535 0.47
H 2.827 5.336 -3.193 0.46
H 4.615 6.060 -1.692 0.40
H 3.771 6.984 -0.446 0.34
H 4.608 5.497 -0.014 0.40
H 2.286 4.968 1.021 0.64
H 0.216 5.776 1.811 0.58
H -1.180 4.689 3.889 0.49
H -1.559 2.080 3.111 0.56
H -2.227 0.712 -5.482 0.55
H -3.845 2.076 -5.237 0.49
H -6.082 2.415 -3.734 0.44
H -5.171 2.226 -1.148 0.51
C -2.522 -4.811 0.949 -0.76
N -3.042 -3.769 1.830 0.27
C -3.456 -3.982 3.132 -0.86
C -3.864 -2.810 3.624 -0.38
N -3.691 -1.852 2.618 0.56
C -3.193 -2.459 1.481 -0.20
S -2.874 -1.872 -0.068 -0.08
C -4.075 -0.487 2.774 0.37
C -5.018 -0.143 3.742 -1.03
C -5.372 1.187 3.861 -0.62
C -4.796 2.125 3.017 -1.24
C -3.867 1.676 2.097 -0.43
N -3.499 0.398 1.986 0.67
H -2.003 -5.553 1.553 0.36
H -1.841 -4.366 0.232 0.16
H -3.333 -5.289 0.400 0.33
H -3.417 -4.954 3.597 0.51
H -4.214 -2.570 4.610 0.37
H -5.489 -0.884 4.369 0.47
H -6.101 1.485 4.604 0.43
H -5.060 3.174 3.070 0.50
H -3.373 2.366 1.417 0.69
I 2.967 -6.511 -1.330 0.06
C 1.696 -4.941 -1.879 -0.65
C 1.258 -4.837 -3.192 -0.48
C 0.409 -3.793 -3.539 -0.81
C 0.008 -2.850 -2.596 0.36
C 0.467 -2.972 -1.292 1.45
C 1.306 -4.017 -0.923 -0.37
C -0.920 -1.728 -3.036 -0.88
O -1.458 -1.826 -4.148 -0.81
O -1.051 -0.726 -2.239 -0.19
H 1.572 -5.558 -3.936 0.38
H 0.039 -3.700 -4.551 0.47
H 0.176 -2.240 -0.554 -0.48
H 1.661 -4.104 0.099 0.59
C 3.743 -1.907 -2.621 -0.36
Si 3.979 -0.702 -1.221 -0.45
C 4.885 -1.502 0.199 -1.06
C 4.898 0.817 -1.802 -1.04
C 2.321 -0.201 -0.621 -0.57
C 1.168 0.020 -0.269 0.92
H 4.683 -2.082 -3.155 0.51
H 3.004 -1.534 -3.339 -0.01
H 3.379 -2.868 -2.243 0.02
H 5.885 -1.829 -0.101 0.46
H 4.337 -2.381 0.553 0.27
H 4.996 -0.805 1.037 0.32
H 5.933 0.563 -2.050 0.38
H 4.916 1.585 -1.022 0.29
H 4.437 1.250 -2.697 0.27
C 1.413 -0.602 5.340 -1.09
N 0.245 -1.480 5.208 0.16
C 0.700 -2.800 4.761 -1.11
N 1.477 -2.765 3.524 0.25
C 2.613 -1.860 3.714 -0.76
N 2.213 -0.511 4.121 0.21
C 1.497 0.183 3.054 -1.14
P -0.098 -0.672 2.560 1.96
C -0.754 -0.926 4.297 -1.40
C 0.663 -2.370 2.379 -0.28
H 2.042 -0.996 6.139 0.32
H 1.074 0.397 5.619 0.42
H -0.169 -3.447 4.624 0.41
H 1.330 -3.223 5.545 0.29
H 3.184 -1.801 2.786 0.15
H 3.249 -2.277 4.496 0.35
H 2.117 0.229 2.158 0.20
H 1.280 1.205 3.368 0.48
H -1.602 -1.613 4.250 0.18
H -1.123 0.023 4.697 0.43
H 1.283 -2.342 1.480 -0.54
H -0.131 -3.107 2.223 0.47